No. 1
CH5N3 | the ωB97M-V functional and the def2-TZVPD basis

Cartesian coordinates (Å):
C1 0.879 0.393 0.166
H1 -1.350 0.871 -0.723
H2 -2.112 0.174 0.789
H3 -0.205 -1.364 -0.128
H4 0.697 1.436 0.179
H5 1.912 -1.056 -0.227
N1 -1.579 0.024 -0.159
N2 -0.281 -0.441 0.187
N3 2.039 -0.036 -0.084

For the HOMO energy, the calculation gives -9.1 eV. As for the orbital gap: 10.1 eV. As for the charge: 0. The relative energy (zero: lowest compared OMol25 entry of this formula, charge and spin) is 55.5 kcal/mol.

natural (NBO) atomic charge list, values in e, 4 entries: number 1, C, carries 0.25; number 2, H, carries 0.35; number 3, H, carries 0.36; number 4, H, carries 0.36

***

No. 2
CH5N3O | the ωB97M-V functional and the def2-TZVPD basis

Cartesian coordinates (Å):
N1 1.274 -0.003 -0.261
N2 2.514 -0.300 -0.489
C1 -1.905 0.137 0.802
O1 1.193 1.192 0.033
N3 -2.450 -0.981 0.470
H1 -1.375 0.242 1.762
H2 2.567 -0.961 -1.259
H3 3.012 0.547 -0.748
H4 -2.886 -0.893 -0.455
H5 -1.944 1.021 0.145

For the HOMO energy, the calculation gives -9.9 eV. As for the orbital gap: 10.3 eV. As for the charge: 0. The relative energy (zero: lowest compared OMol25 entry of this formula, charge and spin) is 72.7 kcal/mol.

natural (NBO) atomic charge list, values in e, 4 entries: number 1, N, carries 0.24; number 2, N, carries -0.57; number 3, C, carries -0.04; number 4, O, carries -0.40

***

No. 3
CH5N3O | the ωB97M-V functional and the def2-TZVPD basis

Cartesian coordinates (Å):
C1 -0.879 0.322 0.238
H1 1.714 0.037 -0.831
H2 1.295 -0.844 0.540
H3 0.311 1.292 1.665
H4 -0.099 -0.792 -1.472
H5 -1.701 -0.751 -1.060
N1 1.558 0.007 0.224
N2 0.360 0.912 0.620
N3 -0.573 -0.877 -0.550
O1 -1.987 0.694 0.626

For the HOMO energy, the calculation gives -10.1 eV. As for the orbital gap: 10.6 eV. As for the charge: 0. The relative energy (zero: lowest compared OMol25 entry of this formula, charge and spin) is 52.5 kcal/mol.

natural (NBO) atomic charge list, values in e, 4 entries: number 1, C, carries 0.75; number 2, H, carries 0.36; number 3, H, carries 0.35; number 4, H, carries 0.41

***

No. 4
CH5N3O | the ωB97M-V functional and the def2-TZVPD basis

Cartesian coordinates (Å):
C1 0.055 -0.503 0.127
N1 -0.703 0.241 2.271
N2 -0.211 -1.481 -0.785
N3 -0.305 -0.248 1.250
O1 1.254 -0.121 0.671
H1 0.346 1.923 -1.830
H2 -0.170 2.479 -2.025
H3 -0.391 1.029 2.826
H4 -0.523 -1.204 -1.682
H5 0.649 -2.115 -0.821

For the HOMO energy (alpha / beta), the calculation gives -8.0 / -8.0 eV. As for the orbital gap (alpha / beta): 8.5 / 8.5 eV. As for the charge: 0. The relative energy (zero: lowest compared OMol25 entry of this formula, charge and spin) is 160.8 kcal/mol.

natural (NBO) atomic charge list, values in e, 4 entries: number 1, C, carries 0.52; number 2, N, carries -0.50; number 3, N, carries -0.84; number 4, N, carries 0.16

***

No. 5
CH5N3O2 | the ωB97M-V functional and the def2-TZVPD basis

Cartesian coordinates (Å):
N1 -1.204 0.085 -1.343
C1 0.498 -0.455 0.679
N2 -0.890 -0.060 0.537
N3 1.358 0.579 0.485
O1 -0.141 0.620 -1.761
O2 0.779 -1.578 1.008
H1 -1.187 -0.949 -1.535
H2 -1.100 0.910 0.733
H3 -1.544 -0.705 0.967
H4 1.098 1.235 -0.243
H5 2.333 0.319 0.473

For the HOMO energy, the calculation gives -8.6 eV. As for the orbital gap: 9.3 eV. As for the charge: 0. The relative energy (zero: lowest compared OMol25 entry of this formula, charge and spin) is 41.0 kcal/mol.

natural (NBO) atomic charge list, values in e, 4 entries: number 1, N, carries -0.05; number 2, C, carries 0.78; number 3, N, carries -0.73; number 4, N, carries -0.83

***

No. 6
CH5N3S | the ωB97M-V functional and the def2-TZVPD basis

Cartesian coordinates (Å):
C1 0.560 -0.178 -0.086
H1 0.004 1.798 0.373
H2 1.754 1.325 -0.135
H3 2.250 -0.590 -0.656
H4 -0.653 -1.717 -0.025
H5 -3.092 0.180 0.730
N1 0.763 1.167 -0.014
N2 1.450 -1.088 -0.355
N3 -0.858 -0.855 0.559
S1 -2.179 -0.043 -0.390

For the HOMO energy, the calculation gives -9.4 eV. As for the orbital gap: 10.1 eV. As for the charge: 0. The relative energy (zero: lowest compared OMol25 entry of this formula, charge and spin) is 36.8 kcal/mol.

natural (NBO) atomic charge list, values in e, 4 entries: number 1, C, carries 0.58; number 2, H, carries 0.44; number 3, H, carries 0.41; number 4, H, carries 0.33

***

No. 7
CH5N3S | the ωB97M-V functional and the def2-TZVPD basis

Cartesian coordinates (Å):
C1 0.261 0.051 0.096
H1 -0.767 2.959 -0.019
H2 0.945 2.363 -0.273
H3 1.044 0.149 0.723
H4 -1.057 -1.148 -0.900
H5 -0.049 -3.859 0.355
N1 -0.156 2.301 0.464
N2 -0.627 1.079 0.056
N3 -0.287 -1.242 -0.126
S1 0.695 -2.654 -0.376

For the HOMO energy, the calculation gives -8.1 eV. As for the orbital gap: 8.5 eV. As for the charge: 0. The relative energy (zero: lowest compared OMol25 entry of this formula, charge and spin) is 95.2 kcal/mol.

natural (NBO) atomic charge list, values in e, 4 entries: number 1, C, carries 0.15; number 2, H, carries 0.36; number 3, H, carries 0.29; number 4, H, carries 0.17

***

No. 8
CH5N4O2 | the ωB97M-V functional and the def2-TZVPD basis

Cartesian coordinates (Å):
C1 -1.319 0.943 -0.213
N1 1.321 0.717 -1.189
N2 0.079 -2.008 0.702
N3 1.025 0.795 0.050
N4 -0.124 0.750 0.627
O1 -2.306 0.262 0.158
O2 -1.162 1.650 -1.235
H1 0.374 0.753 -1.565
H2 0.429 -1.662 -0.212
H3 -0.889 -1.545 0.757
H4 0.666 -1.627 1.408
H5 1.905 0.972 0.711

For the HOMO energy, the calculation gives -4.5 eV. As for the orbital gap: 8.6 eV. As for the charge: -1. The relative energy (zero: lowest compared OMol25 entry of this formula, charge and spin) is 0.0 kcal/mol.

natural (NBO) atomic charge list, values in e, 4 entries: number 1, C, carries 0.82; number 2, N, carries -0.56; number 3, N, carries -1.10; number 4, N, carries 0.00

***

No. 9
CH5N4O2 | the ωB97M-V functional and the def2-TZVPD basis

Cartesian coordinates (Å):
C1 0.700 -1.519 1.589
N1 0.217 1.145 -0.062
N2 0.146 -2.557 1.411
N3 -0.292 0.089 -0.416
N4 -0.903 0.042 -1.525
O1 0.984 -0.388 1.690
O2 0.190 2.271 -0.871
H1 0.900 1.247 0.690
H2 0.079 -3.322 2.022
H3 -0.897 0.855 -2.094
H4 -1.089 -0.888 -2.045
H5 -0.035 3.024 -0.389

For the HOMO energy, the calculation gives -15.0 eV. As for the orbital gap: 10.3 eV. As for the charge: +1. The relative energy (zero: lowest compared OMol25 entry of this formula, charge and spin) is 37.0 kcal/mol.

natural (NBO) atomic charge list, values in e, 4 entries: number 1, C, carries 0.89; number 2, N, carries 0.01; number 3, N, carries -0.72; number 4, N, carries 0.16

***

No. 10
CH5NO | the ωB97M-V functional and the def2-TZVPD basis

Cartesian coordinates (Å):
C1 -2.199 -0.826 -2.223
N1 -2.474 0.055 -1.349
H1 -1.789 -0.417 -3.151
H2 -2.169 -1.903 -2.055
H3 -2.723 -0.467 -0.501
H4 3.965 0.154 2.215
H5 4.074 0.581 3.662
O1 3.673 0.797 2.848

For the HOMO energy, the calculation gives -10.4 eV. As for the orbital gap: 11.6 eV. As for the charge: 0. The relative energy (zero: lowest compared OMol25 entry of this formula, charge and spin) is 18.4 kcal/mol.

natural (NBO) atomic charge list, values in e, 4 entries: number 1, C, carries -0.06; number 2, N, carries -0.57; number 3, H, carries 0.16; number 4, H, carries 0.15

***

Record order is preserved below.
Max |F|: 3.009, 3.233, 8.228, 6.825, 2.621, 5.266, 7.165, 3.013, 3.879, 1.611 eV Å⁻¹